{"formula": "C42H76Cl26NO6P2", "method": "ωB97M-V/def2-TZVPD", "lumo_energy_ev": 1.5, "total_energy_ev": -402714.601, "homo_energy_ev": -4.5, "charge": -1, "species": ["C", "C", "P", "C", "C", "C", "O", "N", "C", "C", "C", "C", "C", "C", "O", "C", "C", "O", "C", "C", "C", "P", "O", "O", "O", "H", "H", "H", "H", "H", "H", "H", "H", "H", "H", "H", "H", "H", "H", "H", "H", "H", "H", "H", "H", "H", "H", "H", "H", "Cl", "C", "C", "Cl", "H", "H", "H", "H", "Cl", "C", "C", "Cl", "H", "H", "H", "H", "Cl", "C", "C", "Cl", "H", "H", "H", "H", "Cl", "C", "C", "Cl", "H", "H", "H", "H", "Cl", "C", "C", "Cl", "H", "H", "H", "H", "Cl", "C", "C", "Cl", "H", "H", "H", "H", "Cl", "C", "C", "Cl", "H", "H", "H", "H", "Cl", "C", "C", "Cl", "H", "H", "H", "H", "Cl", "C", "C", "Cl", "H", "H", "H", "H", "Cl", "C", "C", "Cl", "H", "H", "H", "H", "Cl", "C", "C", "Cl", "H", "H", "H", "H", "Cl", "C", "C", "Cl", "H", "H", "H", "H", "Cl", "C", "C", "Cl", "H", "H", "H", "H"], "positions_angstrom": [[-2.95252, 0.11361, 5.65211], [-2.41060, -0.30035, 4.52138], [-1.41643, -1.05443, 3.07432], [-2.54450, -2.57040, 3.32135], [-2.49758, -3.67807, 2.15800], [-2.70307, -3.15235, 0.66260], [-2.20271, -3.88073, -0.27687], [-3.45464, -1.94575, 0.22820], [-2.73029, -1.39077, -0.96704], [-3.44967, -1.23411, -2.35530], [-2.61325, -0.60312, -3.52654], [-1.11820, -0.14123, -3.40625], [-0.38354, -0.33720, -2.03178], [-1.23348, -0.94702, -0.85903], [-0.56750, 0.43580, 2.64922], [0.79131, -0.07776, 2.47794], [1.16593, -1.08116, 3.69198], [1.78736, -0.57897, 4.90107], [2.81066, 0.41535, 4.64671], [4.11969, -0.15023, 3.87023], [4.14115, 0.18073, 2.28743], [1.95501, -2.79082, 3.27406], [1.22309, -4.02361, 4.22303], [1.89594, -3.11709, 1.58447], [-0.14998, -1.52609, 4.20164], [-3.64371, 0.70632, 6.36421], [-2.41347, -0.54454, 2.16589], [-0.71222, -1.90391, 2.12225], [-2.18097, -3.10612, 4.29163], [-3.64135, -2.29602, 3.51336], [-3.37340, -4.41825, 2.36645], [-1.54674, -4.33473, 2.15585], [-4.43114, -2.15405, -0.03330], [-4.54491, -1.56863, -2.50087], [-3.11169, -0.43574, -4.55758], [-0.52120, 0.31727, -4.27536], [0.71116, -0.03521, -1.83858], [-0.71189, -1.08622, 0.14799], [1.04180, -0.67365, 1.52768], [1.39295, 0.88785, 2.32179], [3.19878, 0.74567, 5.69281], [2.41338, 1.38936, 4.16041], [5.07815, 0.34471, 4.30965], [4.27290, -1.28610, 4.02999], [3.42949, -0.58160, 1.77471], [3.61812, 1.20993, 2.15000], [5.19120, 0.17562, 1.82064], [1.42216, -4.92419, 3.87023], [1.11305, -3.67129, 1.34354], [1.02486, 2.64312, -2.90990], [2.54496, 2.23117, -3.73626], [2.36071, 2.09193, -5.23310], [1.38786, 0.66168, -5.66369], [2.93618, 1.31368, -3.29043], [3.24661, 3.03672, -3.52408], [3.33229, 1.96976, -5.71724], [1.87603, 2.97220, -5.66043], [-1.66577, -4.34258, -7.17730], [-1.95019, -5.29883, -5.70053], [-2.23617, -4.42347, -4.49583], [-0.80703, -3.49789, -3.98266], [-1.07868, -5.93592, -5.53681], [-2.80974, -5.94297, -5.90279], [-2.53131, -5.04523, -3.64758], [-3.04360, -3.71566, -4.69606], [-4.74433, 2.50801, 7.00696], [-5.81333, 3.46017, 5.94677], [-6.18784, 2.70853, 4.68415], [-4.79818, 2.49334, 3.59391], [-5.31198, 4.40325, 5.71947], [-6.71320, 3.68384, 6.52562], [-6.94222, 3.27066, 4.12885], [-6.59683, 1.72164, 4.91101], [-1.90665, -6.31612, 6.47265], [-0.44351, -6.66626, 7.42571], [0.82743, -6.34487, 6.66448], [1.08852, -7.45363, 5.29288], [-0.47820, -7.71573, 7.72621], [-0.49956, -6.05169, 8.32756], [1.69168, -6.44928, 7.32452], [0.81663, -5.32346, 6.27687], [0.80433, 3.20006, -8.57852], [-0.69045, 2.24477, -8.41158], [-1.83190, 2.81598, -9.22826], [-2.40022, 4.37823, -8.58721], [-0.94192, 2.19308, -7.35016], [-0.45842, 1.23393, -8.75576], [-2.68290, 2.13450, -9.20119], [-1.54617, 2.96217, -10.27209], [2.12102, 2.46790, 0.07441], [3.10172, 3.88434, 0.53216], [3.97796, 4.39067, -0.60133], [5.28929, 3.25274, -1.00409], [3.69801, 3.60976, 1.40534], [2.39894, 4.66624, 0.83080], [4.45357, 5.32868, -0.30657], [3.39851, 4.57313, -1.50911], [4.21731, 5.71544, -7.39437], [5.85005, 5.64708, -6.68521], [6.03716, 4.43457, -5.79552], [5.06490, 4.53695, -4.30536], [6.02175, 6.57718, -6.13933], [6.55538, 5.60631, -7.51916], [7.08193, 4.35858, -5.48694], [5.76701, 3.51014, -6.31475], [-6.06504, 1.86108, -10.01408], [-6.50185, 2.05125, -8.29760], [-5.32840, 2.50992, -7.45525], [-4.07433, 1.25369, -7.30956], [-6.90472, 1.10003, -7.94322], [-7.30086, 2.79563, -8.25624], [-5.66619, 2.73879, -6.44207], [-4.86297, 3.40664, -7.86933], [9.38559, 3.89504, -8.61067], [9.23985, 2.11959, -8.63302], [7.79873, 1.66476, -8.75223], [6.85764, 2.02764, -7.28418], [9.71135, 1.72962, -7.72862], [9.81190, 1.76661, -9.49452], [7.76192, 0.58236, -8.89295], [7.29775, 2.13521, -9.60062], [-1.87669, -1.02059, 7.35006], [-1.09523, -1.35370, 8.92169], [-2.08631, -1.83539, 9.96354], [-3.22073, -0.55132, 10.45672], [-0.57862, -0.44166, 9.24372], [-0.34144, -2.12596, 8.74262], [-1.55591, -2.15008, 10.86309], [-2.67137, -2.68286, 9.59949], [4.28655, -7.00443, 8.16400], [4.71028, -7.11668, 6.43686], [6.15700, -6.74529, 6.17653], [6.46627, -5.01322, 6.45083], [4.02353, -6.47784, 5.87755], [4.53343, -8.15196, 6.13523], [6.41005, -6.95093, 5.13426], [6.83825, -7.31565, 6.81136], [1.29006, 0.09701, 10.04037], [0.77524, 0.85205, 11.56967], [1.05117, -0.03218, 12.77178], [0.01949, -1.48255, 12.79710], [-0.28598, 1.09809, 11.48451], [1.33487, 1.78599, 11.66368], [0.84312, 0.51868, 13.69161], [2.09277, -0.35854, 12.79845], [-7.51665, 5.41493, -8.08047], [-8.62974, 6.32924, -9.12814], [-9.01090, 5.55488, -10.37520], [-7.63791, 5.36112, -11.49236], [-8.15644, 7.28180, -9.37482], [-9.52295, 6.53698, -8.53378], [-9.78957, 6.09203, -10.92096], [-9.39097, 4.56092, -10.13029]], "forces_ev_per_angstrom": [[0.6, -0.3, -6.6], [-2.5, 2.9, 6.4], [-2.7, -0.1, -0.1], [-0.2, -2.1, 1.1], [-0.8, 0.3, 0.2], [1.6, -3.6, -2.9], [-1.8, 2.8, 3.9], [2.1, -0.1, -1.5], [1.1, 1.4, -3.2], [4.1, 1.2, 0.7], [1.4, 0.1, 2.2], [-1.6, -1.6, 3.3], [-4.8, -1.3, -0.3], [-0.8, 0.5, -2.4], [2.7, -2.9, 0.3], [1.0, 1.7, -0.4], [-4.1, -0.6, 1.2], [0.9, 0.8, -2.2], [1.6, 0.4, 0.9], [1.1, 0.3, -0.4], [-1.4, -0.1, 0.6], [3.7, -0.4, 0.1], [-0.7, 0.5, -1.6], [-1.9, -0.7, 1.6], [1.0, 1.3, -1.1], [1.8, -1.7, -1.9], [0.2, -0.3, 0.1], [0.1, 0.6, -0.6], [-0.7, 0.7, -1.5], [1.6, -0.1, -0.3], [1.3, 1.2, -0.5], [-1.5, 1.3, -0.2], [0.8, 0.0, 0.4], [2.0, 0.7, 0.2], [0.8, -0.4, 2.0], [-1.5, -0.9, 1.6], [-2.1, -0.6, -0.4], [-1.0, 0.2, -1.5], [-1.0, 0.7, 1.0], [-0.4, -1.7, 0.8], [-0.9, -0.7, -1.6], [0.4, -1.8, 0.5], [-1.7, -0.6, -0.5], [-0.6, 1.9, -0.1], [1.5, 1.2, 0.5], [1.2, -1.6, 0.0], [-1.7, -0.1, 0.7], [0.0, 1.1, 0.2], [0.4, 0.8, -0.1], [-0.2, 0.1, -0.5], [0.1, -0.1, 0.0], [0.2, 0.3, 0.1], [0.2, 0.0, -0.2], [-0.1, 0.1, -0.1], [-0.1, -0.2, -0.1], [-0.1, 0.0, 0.1], [0.0, -0.2, 0.1], [0.0, 0.0, -0.1], [-0.2, -0.2, 0.3], [0.0, 0.0, 0.1], [0.0, -0.2, -0.1], [-0.1, 0.2, 0.0], [0.1, 0.1, 0.0], [0.1, 0.0, -0.1], [0.2, 0.0, 0.0], [-0.3, 0.5, 0.2], [-0.3, 0.1, -0.1], [0.0, 0.0, -0.1], [-0.1, 0.0, 0.1], [0.0, -0.2, 0.0], [0.1, -0.1, -0.1], [0.1, 0.0, 0.1], [0.2, 0.1, 0.0], [0.0, 0.0, 0.0], [0.1, -0.1, 0.1], [0.0, 0.4, 0.4], [0.0, 0.0, -0.1], [0.0, 0.1, -0.1], [0.1, 0.0, -0.2], [-0.1, -0.1, 0.0], [-0.1, -0.2, -0.1], [0.1, 0.1, 0.0], [-0.3, -0.2, 0.1], [0.1, -0.3, -0.3], [0.0, 0.1, 0.0], [0.0, 0.1, -0.2], [-0.1, 0.1, 0.0], [0.2, 0.1, 0.0], [0.1, 0.1, 0.2], [0.3, 0.1, 0.3], [0.0, 0.1, 0.0], [-0.2, 0.1, 0.1], [0.0, -0.1, 0.0], [0.0, 0.0, -0.2], [0.1, 0.0, -0.1], [0.0, -0.1, 0.0], [0.0, -0.1, 0.1], [-0.1, 0.0, 0.0], [0.3, 0.0, 0.0], [-0.1, 0.1, -0.1], [0.1, 0.2, 0.0], [-0.1, -0.2, 0.0], [-0.1, -0.1, 0.1], [-0.1, 0.0, 0.0], [-0.3, 0.9, 0.5], [0.0, 0.0, 0.0], [-0.2, 0.0, 0.3], [-0.3, 0.3, 0.0], [-0.1, -0.2, 0.2], [0.2, 0.1, -0.1], [0.2, -0.1, 0.0], [0.0, -0.1, -0.1], [0.0, -0.2, 0.0], [0.0, 0.1, 0.1], [0.0, -0.3, 0.0], [0.1, -0.2, -0.2], [0.5, -0.7, -0.6], [-0.1, 0.1, -0.1], [-0.1, 0.1, 0.1], [0.1, 0.1, 0.0], [0.1, 0.0, 0.2], [0.9, -0.7, 1.3], [-0.4, -0.1, 0.0], [0.5, -0.4, -0.1], [-0.1, 0.1, 0.1], [-0.9, -0.7, -0.4], [0.0, 0.0, 0.2], [-0.1, 0.1, -0.1], [0.0, 0.2, -0.1], [0.0, 0.0, 0.1], [0.1, -0.1, -0.4], [0.0, -0.2, 0.0], [0.0, 0.0, 0.0], [0.1, 0.0, 0.1], [0.1, 0.1, 0.1], [-0.1, 0.0, 0.1], [-0.1, 0.1, 0.0], [1.1, 0.4, 0.6], [0.0, 0.1, 0.1], [0.2, 0.3, 0.0], [0.1, 0.0, 0.1], [0.1, -0.2, 0.0], [0.0, -0.1, 0.0], [0.0, 0.0, -0.1], [-0.2, 0.0, -0.1], [0.0, 0.1, 0.0], [-0.2, 0.1, -0.1], [-0.1, 0.0, 0.1], [0.0, 0.0, 0.0], [0.0, -0.2, 0.0], [0.1, -0.1, -0.1], [0.1, 0.0, 0.1], [0.1, 0.1, 0.0]], "lowdin_charge": [-0.28, -0.19, 0.49, -0.33, -0.16, -0.34, -0.03, 0.05, -0.18, -0.03, -0.11, -0.14, -0.07, 0.01, -0.31, -0.25, -0.54, -0.13, -0.20, -0.24, -0.13, 1.00, -0.34, -0.34, -0.33, -0.07, 0.02, 0.02, 0.09, 0.08, 0.12, 0.11, 0.12, 0.08, 0.06, -0.02, 0.07, 0.06, 0.09, 0.07, 0.12, 0.13, 0.10, 0.08, 0.06, 0.03, 0.08, 0.02, 0.05, 0.56, -0.66, -0.65, 0.60, 0.08, -0.03, 0.06, 0.05, 0.52, -0.67, -0.66, 0.58, 0.07, 0.07, 0.07, 0.06, 0.60, -0.65, -0.67, 0.57, 0.07, 0.07, 0.06, 0.07, 0.54, -0.66, -0.65, 0.55, 0.06, 0.07, 0.03, 0.06, 0.54, -0.68, -0.68, 0.56, 0.05, 0.08, 0.00, 0.07, 0.58, -0.63, -0.66, 0.52, 0.06, 0.08, 0.07, 0.05, 0.54, -0.66, -0.71, 0.60, 0.07, 0.06, 0.07, -0.07, 0.53, -0.67, -0.66, 0.60, 0.07, 0.01, 0.08, 0.02, 0.54, -0.66, -0.62, 0.66, 0.07, 0.07, 0.07, 0.07, 0.71, -0.68, -0.68, 0.51, -0.06, 0.07, -0.01, 0.07, 0.55, -0.67, -0.67, 0.54, 0.05, 0.07, 0.07, 0.06, 0.64, -0.62, -0.65, 0.58, 0.07, 0.07, 0.07, 0.07, 0.59, -0.65, -0.66, 0.54, 0.07, 0.07, 0.07, 0.07]}